## one
{"formula": "C4H10N3", "method": "wB97M-V/def2-TZVPD", "species": ["N", "C", "C", "N", "C", "N", "C", "H", "H", "H", "H", "H", "H", "H", "H", "H", "H"], "coordinates": [[1.916, 0.263, 0.445], [0.692, -0.333, 0.994], [0.059, -1.523, 0.221], [-0.546, -0.895, -0.921], [-0.875, 0.503, -0.637], [-1.147, 1.455, -1.524], [-0.451, 0.673, 0.870], [2.580, -0.459, 0.536], [1.871, 0.823, -0.364], [0.927, -0.695, 2.078], [0.880, -2.120, -0.184], [-0.680, -2.065, 0.881], [-0.716, -1.419, -1.715], [-1.428, 2.273, -1.070], [-1.687, 1.359, -2.430], [-0.216, 1.685, 1.210], [-1.181, 0.474, 1.610]], "lowdin_charge": [0.08, -0.36, -0.14, 0.10, -0.13, 0.22, -0.05, 0.07, 0.07, 0.18, 0.13, 0.15, 0.12, 0.11, 0.19, 0.13, 0.12], "charge": 1, "lumo_ev": -4.16, "smiles": "N[C@@H]1CNC(=[NH2+])C1", "homo_energy_ev": -13.26}

## two
{"formula": "C4H10N3", "method": "wB97M-V/def2-TZVPD", "species": ["C", "C", "C", "C", "N", "N", "N", "H", "H", "H", "H", "H", "H", "H", "H", "H", "H"], "coordinates": [[-0.106, -0.211, 0.096], [-0.143, -1.860, -2.156], [-0.965, -1.099, 0.784], [0.238, 1.629, 1.611], [0.413, -0.830, -1.836], [0.508, 0.886, 0.341], [1.127, 1.628, -0.545], [-0.001, -2.194, -3.080], [-0.902, -2.322, -1.584], [-0.687, -1.568, 1.695], [-0.922, -2.014, 0.090], [-2.058, -0.845, 0.627], [0.078, 2.688, 1.410], [-0.682, 1.222, 1.891], [1.008, 1.472, 2.332], [1.316, 1.101, -1.523], [1.776, 2.318, -0.154]], "lowdin_charge": [-0.06, -0.07, -0.04, 0.07, 0.13, -0.21, 0.10, 0.06, 0.07, 0.10, 0.08, 0.15, 0.12, 0.08, 0.11, 0.18, 0.14], "charge": 1, "lumo_ev": -3.98, "homo_energy_ev": -14.01}

Result of the stability comparison: two is the least stable of them.

## one
{"formula": "C3H8N3", "method": "wB97M-V/def2-TZVPD", "species": ["C", "C", "C", "N", "N", "N", "H", "H", "H", "H", "H", "H", "H", "H"], "coordinates": [[-0.899, -1.304, 0.162], [-1.504, 0.082, 0.269], [1.011, -0.258, -0.460], [0.302, -1.367, -0.177], [2.029, 0.136, 0.292], [-0.480, 0.989, -0.227], [-1.473, -2.193, 0.369], [-2.428, 0.124, -0.310], [-1.747, 0.266, 1.318], [1.255, -0.174, -1.740], [2.777, 0.697, -0.076], [2.075, -0.113, 1.267], [-0.714, 1.404, -1.121], [-0.203, 1.709, 0.434]], "lowdin_charge": [-0.05, -0.14, -0.30, 0.10, 0.14, 0.08, 0.14, 0.14, 0.14, 0.24, 0.12, 0.13, 0.14, 0.14], "charge": 1, "lumo_ev": -3.60, "homo_energy_ev": -14.94}

## two
{"formula": "C3H8N3", "method": "wB97M-V/def2-TZVPD", "species": ["C", "N", "C", "C", "N", "N", "H", "H", "H", "H", "H", "H", "H", "H"], "coordinates": [[-0.999, -1.577, 1.087], [-0.037, -1.375, 0.050], [0.524, -0.139, 0.286], [-0.091, 1.274, -0.367], [0.650, 1.822, -1.129], [1.364, 2.662, -1.552], [-1.893, -2.301, 0.766], [-0.560, -1.929, 2.054], [-1.295, -0.591, 1.344], [-0.314, -1.700, -0.880], [1.551, -0.053, -0.179], [0.632, -0.050, 1.411], [-1.155, 1.319, -0.326], [1.625, 2.639, -2.565]], "lowdin_charge": [-0.12, -0.11, -0.19, 0.08, -0.02, 0.30, 0.15, 0.11, 0.05, 0.15, 0.13, 0.15, 0.16, 0.17], "charge": 1, "lumo_ev": [-5.87, -5.87], "smiles": "CNCC=[N+]=N", "homo_energy_ev": [-13.48, -13.48]}

Result of the stability comparison: two is the least stable of them.